{"formula": "C4H10N4", "method": "ωB97M-V/def2-TZVPD", "species": ["C", "C", "C", "N", "C", "N", "N", "N", "H", "H", "H", "H", "H", "H", "H", "H", "H", "H"], "positions_angstrom": [[-2.806, 0.025, 0.147], [-1.372, 0.452, 0.037], [-0.382, -0.304, -0.465], [-0.452, -1.642, -0.817], [0.964, 0.221, -0.085], [1.278, 1.531, -0.436], [1.736, -0.577, 0.544], [3.065, -0.220, 0.742], [-3.377, 0.382, -0.716], [-2.904, -1.058, 0.182], [-3.265, 0.453, 1.040], [-1.191, 1.492, 0.265], [-1.260, -2.145, -0.476], [0.425, -2.125, -0.667], [0.640, 1.951, -1.084], [2.250, 1.674, -0.680], [3.188, 0.745, 1.039], [3.461, -0.855, 1.430]], "homo_lumo_gap_ha": 0.32081, "multiplicity": 1, "homo_ha": -0.282}


{"formula": "C4H10N4", "method": "ωB97M-V/def2-TZVPD", "species": ["C", "N", "C", "N", "N", "C", "C", "N", "H", "H", "H", "H", "H", "H", "H", "H", "H", "H"], "positions_angstrom": [[2.121, -0.333, 1.069], [0.802, -0.149, 1.648], [-0.261, -0.612, 0.993], [-1.295, -1.015, 1.770], [-0.237, -0.849, -0.342], [-0.560, 0.322, -0.852], [-1.053, 0.285, -2.286], [-0.275, 1.577, -0.357], [2.770, -0.803, 1.815], [2.541, 0.650, 0.836], [2.195, -0.991, 0.196], [-1.033, -1.694, 2.471], [-2.179, -1.219, 1.328], [-0.662, -0.603, -2.793], [-2.147, 0.233, -2.305], [-0.718, 1.142, -2.878], [-0.276, 1.845, 0.620], [0.264, 2.213, -0.934]], "homo_lumo_gap_ha": 0.32963, "multiplicity": 1, "homo_ha": -0.299}


{"formula": "C4H10N4", "method": "ωB97M-V/def2-TZVPD", "species": ["C", "C", "C", "C", "H", "H", "H", "H", "H", "H", "H", "H", "H", "H", "N", "N", "N", "N"], "positions_angstrom": [[-0.356, 1.704, -0.523], [1.581, -1.203, 0.345], [2.100, 0.158, 0.415], [-1.431, -0.303, 0.021], [-1.324, 1.805, -1.635], [-0.880, 2.507, 0.440], [0.730, 2.127, -1.002], [0.867, -1.352, 1.319], [1.783, -2.129, -0.246], [3.077, 0.310, -0.039], [1.633, 0.718, 1.321], [-0.439, -1.901, -0.923], [-2.156, -2.189, -0.378], [-2.166, 1.001, 1.256], [-0.179, 0.391, 0.124], [0.987, -0.148, -0.597], [-1.396, -1.411, -0.770], [-2.431, -0.087, 0.872]], "homo_lumo_gap_ha": 0.35210, "multiplicity": 1, "homo_ha": -0.321}


{"formula": "C4H10N4", "method": "ωB97M-V/def2-TZVPD", "species": ["N", "C", "N", "C", "C", "N", "C", "N", "H", "H", "H", "H", "H", "H", "H", "H", "H", "H"], "positions_angstrom": [[2.468, -0.202, -0.761], [1.370, -0.190, -0.042], [1.481, -0.027, 1.251], [0.029, -0.184, -0.719], [-0.652, 1.248, -0.843], [-1.817, 0.781, -0.019], [-1.463, -0.431, 0.140], [-2.092, -1.418, 0.668], [2.463, 0.079, -1.730], [3.343, 0.082, -0.332], [0.982, -0.247, 2.154], [2.520, 0.036, 1.458], [0.022, -0.757, -1.674], [-0.220, 2.102, -0.333], [-1.012, 1.457, -1.781], [-2.653, 1.242, 0.472], [-1.853, -2.402, 0.766], [-2.916, -1.167, 1.324]], "homo_lumo_gap_ha": 0.41576, "multiplicity": 1, "homo_ha": -0.709, "total_charge": 2}


{"formula": "C4H10N4O", "method": "ωB97M-V/def2-TZVPD", "species": ["C", "C", "O", "N", "N", "C", "C", "N", "N", "H", "H", "H", "H", "H", "H", "H", "H", "H", "H"], "positions_angstrom": [[-2.551, 0.169, 0.624], [-1.449, -0.376, -0.261], [-1.725, -1.208, -1.118], [-0.290, 0.609, -0.336], [-0.324, 2.016, -0.246], [0.850, -0.108, -0.060], [2.219, 0.481, -0.255], [0.532, -1.355, 0.187], [1.502, -2.308, -0.020], [-3.114, 0.931, 0.078], [-2.153, 0.618, 1.537], [-3.264, -0.627, 0.850], [0.441, 2.475, 0.251], [-1.094, 2.513, 0.196], [2.282, 1.439, 0.265], [2.996, -0.191, 0.112], [2.396, 0.660, -1.319], [1.488, -2.599, -1.001], [1.259, -3.139, 0.517]], "homo_lumo_gap_ha": 0.30834, "multiplicity": 1, "homo_ha": -0.280}


{"formula": "C4H10N4O", "method": "ωB97M-V/def2-TZVPD", "species": ["N", "C", "N", "C", "N", "O", "H", "H", "H", "H", "H", "H", "H", "C", "C", "N", "H", "H", "H"], "positions_angstrom": [[0.145, 0.163, 3.004], [-0.416, -0.331, 1.782], [0.534, -0.799, 0.854], [0.213, -1.048, -0.358], [1.182, -1.344, -1.311], [-1.071, -1.352, -0.732], [0.908, 0.800, 2.804], [0.497, -0.592, 3.581], [-0.913, 0.606, 1.200], [-1.193, -1.070, 2.001], [1.026, -2.201, -1.822], [2.114, -1.295, -0.931], [-1.142, -1.307, -1.697], [0.390, 1.662, -2.062], [-0.413, 1.506, -1.048], [-1.190, 1.729, -0.101], [1.250, 1.019, -2.197], [0.227, 2.446, -2.792], [-2.149, 1.408, -0.175]], "homo_lumo_gap_ha": 0.33475, "multiplicity": 1, "homo_ha": -0.315}


{"formula": "C4H10N4O", "method": "ωB97M-V/def2-TZVPD", "species": ["H", "N", "C", "C", "N", "N", "C", "C", "N", "O", "H", "H", "H", "H", "H", "H", "H", "H", "H"], "positions_angstrom": [[1.184, -2.438, -1.903], [0.666, -1.585, -1.714], [1.370, -0.687, -1.099], [0.787, 0.492, -0.544], [1.564, 1.475, 0.138], [-0.504, 0.922, -1.069], [-0.826, 0.211, 0.113], [-1.130, 0.901, 1.409], [-1.375, -1.029, -0.139], [-1.228, -1.911, 0.982], [2.418, -0.848, -0.817], [2.127, 2.029, -0.499], [2.168, 1.068, 0.843], [-0.632, 1.923, -0.984], [-1.057, 0.207, 2.243], [-0.437, 1.727, 1.560], [-2.145, 1.302, 1.370], [-0.843, -1.463, -0.976], [-2.108, -2.296, 1.086]], "homo_lumo_gap_ha": 0.31862, "multiplicity": 1, "homo_ha": -0.286}


{"formula": "C4H10N4Si", "method": "ωB97M-V/def2-TZVPD", "species": ["C", "C", "C", "C", "N", "N", "N", "N", "Si", "H", "H", "H", "H", "H", "H", "H", "H", "H", "H"], "positions_angstrom": [[-0.455, 0.276, -3.063], [-1.164, -1.219, 0.540], [-0.060, 1.605, 1.447], [1.854, -0.757, 1.313], [-1.609, -0.021, -2.648], [0.584, 0.585, -2.281], [-2.569, 0.056, -2.026], [0.977, 0.657, -1.128], [0.336, 0.021, 0.442], [-0.273, 0.219, -4.071], [-1.931, -0.943, -0.282], [-0.781, -2.212, 0.320], [-1.470, -1.317, 1.543], [-0.812, 1.533, 2.137], [0.841, 1.758, 2.132], [-0.044, 2.500, 0.770], [1.537, -1.089, 2.306], [2.290, -1.585, 0.813], [2.749, -0.067, 1.735]], "homo_lumo_gap_ha": [0.27753, 0.27730], "multiplicity": 1, "homo_ha": [-0.283, -0.283]}